[1]
Entry from the Open Molecules 2025 dataset: a 9-piece molecular cluster, C60H60BFN11O20P overall at a distorted geometry (wB97M-V/def2-TZVPD).

The value obtained for the HOMO energy is -8.701 eV. Its max |F| is 0.0423 Eh/bohr. As for the molar mass: 1316.0 g mol⁻¹. As for the spin multiplicity: 1.

CARTESIAN COORDINATES (ANGSTROEM)
C: -6.64612 2.93834 4.20671
C: -5.77101 4.21804 4.27306
B: -4.25214 3.87178 4.43800
O: -3.62985 3.93329 5.64024
C: -3.32832 3.45893 3.15145
C: -4.24698 3.29648 2.00992
N: -4.92746 3.23283 1.09737
C: -2.61036 2.05702 3.32602
C: -1.82328 1.72108 2.11993
N: -1.21840 1.49614 1.17895
N: -3.75944 1.13931 3.35243
C: -3.68254 -0.06758 2.92456
C: -4.59669 -0.55644 1.84297
C: -2.69086 -1.05674 3.48055
C: -1.65988 1.85394 4.54853
F: -2.38805 1.47443 5.65975
C: -0.69469 2.96952 4.88948
C: 0.44910 2.44653 5.77486
P: -2.30784 4.92337 2.66621
O: -1.14424 4.62927 1.82116
O: -3.38716 5.90206 2.01536
O: -1.95148 5.71479 4.00477
H: -6.12041 2.09807 3.75274
H: -7.56178 3.14582 3.64876
H: -6.96929 2.66833 5.21507
H: -5.95379 4.87117 3.41463
H: -6.07999 4.80436 5.14978
H: -4.22583 4.23844 6.33347
H: -4.34283 0.07347 0.98220
H: -4.34553 -1.58413 1.57791
H: -5.65946 -0.45080 2.06496
H: -2.40174 -0.76748 4.48954
H: -1.77322 -1.07819 2.87156
H: -3.09635 -2.06840 3.44361
H: -1.05036 0.98233 4.27903
H: -1.20183 3.77366 5.41963
H: -0.24394 3.31500 3.95221
H: 1.17057 1.86585 5.19746
H: 0.98445 3.29346 6.21359
H: 0.06114 1.86292 6.60897
H: -3.60549 5.62045 1.11360
H: -1.01107 5.94152 3.94378
C: 1.45077 -0.59515 -3.67296
C: 1.13397 -1.90896 -3.98564
C: 0.07905 -2.53356 -3.34109
C: -0.63980 -1.82182 -2.39429
C: -0.33896 -0.50960 -2.06469
C: 0.72060 0.09991 -2.71839
N: -1.76136 -2.50430 -1.72715
O: -1.96987 -3.66976 -2.01955
O: -2.40974 -1.88675 -0.90734
H: 2.27168 -0.10807 -4.18492
H: 1.70793 -2.43109 -4.73717
H: -0.18198 -3.55530 -3.57161
H: -0.90107 0.04860 -1.32858
H: 0.97037 1.12555 -2.47968
C: -5.22854 -3.90605 -5.08414
C: -4.06075 -4.42468 -4.53971
C: -3.51179 -5.58802 -5.05611
C: -4.14922 -6.20700 -6.11516
C: -5.31429 -5.71116 -6.67095
C: -5.85483 -4.54873 -6.14470
N: -3.56238 -7.43813 -6.67874
O: -2.55206 -7.87003 -6.16083
O: -4.12587 -7.94793 -7.62774
H: -5.65168 -2.99563 -4.68000
H: -3.57290 -3.92858 -3.71299
H: -2.60537 -6.00558 -4.64394
H: -5.78542 -6.22407 -7.49575
H: -6.76532 -4.14404 -6.56554
C: 5.83937 -2.00148 -9.20399
C: 5.54872 -3.31330 -9.55348
C: 4.48937 -3.97143 -8.95234
C: 3.73922 -3.29437 -8.00930
C: 4.01800 -1.99185 -7.63558
C: 5.08094 -1.34506 -8.24332
N: 2.60479 -3.99085 -7.38391
O: 2.39747 -5.14640 -7.68920
O: 1.93337 -3.36051 -6.58304
H: 6.66626 -1.48941 -9.67824
H: 6.14738 -3.82577 -10.29398
H: 4.24813 -4.99181 -9.21121
H: 3.42441 -1.48534 -6.88930
H: 5.31125 -0.32565 -7.96547
C: -3.60801 -5.99954 7.36859
C: -3.08534 -4.94291 8.10421
C: -3.34314 -3.63977 7.71202
C: -4.11967 -3.42514 6.59171
C: -4.65240 -4.45722 5.84198
C: -4.38716 -5.75768 6.24186
N: -4.36976 -2.02850 6.19639
O: -3.83323 -1.15380 6.85029
O: -5.07714 -1.81580 5.23110
H: -3.41210 -7.01829 7.67648
H: -2.48562 -5.12699 8.98490
H: -2.96385 -2.80090 8.27336
H: -5.25300 -4.24961 4.96866
H: -4.79036 -6.58419 5.67281
C: 2.78115 5.20624 -3.09191
C: 3.93747 4.65102 -2.55735
C: 4.48711 3.51464 -3.13068
C: 3.86231 2.96214 -4.23392
C: 2.70838 3.49540 -4.78008
C: 2.16674 4.62971 -4.19689
N: 4.44657 1.75870 -4.85115
O: 5.43955 1.28264 -4.34216
O: 3.89095 1.30308 -5.83597
H: 2.35595 6.09392 -2.64124
H: 4.40919 5.10911 -1.69948
H: 5.38332 3.06571 -2.72913
H: 2.24531 3.03228 -5.63849
H: 1.26403 5.06247 -4.60617
C: -2.86968 2.77954 10.38900
C: -2.89629 2.33650 11.70511
C: -2.74308 0.98910 11.98796
C: -2.55375 0.11207 10.93554
C: -2.52498 0.52859 9.61670
C: -2.69123 1.87791 9.34783
N: -2.39509 -1.32354 11.23476
O: -2.50608 -1.67799 12.38917
O: -2.18807 -2.07673 10.29992
H: -2.99273 3.83310 10.17335
H: -3.04038 3.04001 12.51383
H: -2.76918 0.62454 13.00396
H: -2.39331 -0.18425 8.81637
H: -2.68640 2.22043 8.32355
C: 7.19024 10.02049 -4.05987
C: 6.22499 9.02555 -4.14691
C: 5.91810 8.25503 -3.03683
C: 6.59109 8.50498 -1.85468
C: 7.55934 9.48558 -1.74464
C: 7.85746 10.24747 -2.86312
N: 6.25931 7.69983 -0.66471
O: 5.41487 6.83182 -0.79457
O: 6.84204 7.94587 0.36934
H: 7.42340 10.62180 -4.92864
H: 5.70818 8.84860 -5.08022
H: 5.17200 7.47567 -3.08804
H: 8.06639 9.64853 -0.80552
H: 8.61074 11.02059 -2.79851
C: 4.61475 -8.03342 -4.22160
C: 4.13228 -6.75632 -4.47624
C: 4.89776 -5.85747 -5.20099
C: 6.13685 -6.26410 -5.66154
C: 6.64028 -7.52796 -5.41665
C: 5.86631 -8.41645 -4.68713
N: 6.94011 -5.31661 -6.45662
O: 6.46969 -4.21265 -6.64365
O: 8.00916 -5.69902 -6.89067
H: 4.01159 -8.73403 -3.65945
H: 3.15754 -6.45894 -4.11452
H: 4.53983 -4.85977 -5.40724
H: 7.61331 -7.80900 -5.79072
H: 6.24004 -9.41114 -4.48591

[2]
Entry from the Open Molecules 2025 dataset: a 14-piece molecular cluster, C60H60F5N9O15 overall at a distorted geometry (wB97M-V/def2-TZVPD).

The value obtained for the HOMO energy is -9.259 eV. Its max |F| is 0.1092 Eh/bohr. As for the molar mass: 1242.2 g mol⁻¹. As for the spin multiplicity: 1.

CARTESIAN COORDINATES (ANGSTROEM)
N: -21.41562 8.65712 -1.12708
C: -21.25007 7.45506 -1.73459
C: -22.31248 6.55211 -1.85516
C: -23.59463 6.90098 -1.49096
C: -23.77279 8.15662 -1.02068
C: -22.67843 9.02286 -0.90638
H: -20.18213 7.20501 -1.87912
H: -22.08755 5.59646 -2.27535
H: -24.45154 6.19569 -1.60215
H: -24.69371 8.63966 -0.73637
H: -22.85404 10.05687 -0.66867
N: -19.31414 13.98621 -3.88944
C: -18.32084 13.22680 -3.39875
C: -18.43991 12.03394 -2.69506
C: -19.75107 11.63040 -2.38727
C: -20.80163 12.48324 -2.80620
C: -20.56518 13.62912 -3.60381
H: -17.29319 13.56966 -3.47770
H: -17.53152 11.54292 -2.44685
H: -20.00238 10.80959 -1.68986
H: -21.84630 12.28631 -2.56958
H: -21.37276 14.24627 -3.97168
N: -24.11755 8.93675 -10.28428
C: -24.15886 9.70718 -11.33924
C: -23.06032 10.25806 -12.03047
C: -21.80264 9.92147 -11.55458
C: -21.74733 9.07558 -10.41232
C: -22.93659 8.67168 -9.80840
H: -25.10944 10.02829 -11.74170
H: -23.25809 10.89195 -12.87280
H: -20.83594 10.22989 -12.02227
H: -20.80830 8.95245 -9.97484
H: -22.85862 8.11200 -8.88840
N: -19.95389 12.51650 -10.27417
C: -20.75362 12.49214 -9.17448
C: -20.26059 12.97747 -7.94492
C: -18.98363 13.59733 -7.92276
C: -18.27627 13.68089 -9.09008
C: -18.81382 13.18901 -10.29580
H: -21.69176 12.00171 -9.30564
H: -20.89767 12.95641 -7.09087
H: -18.61290 14.09494 -6.98577
H: -17.30156 14.10669 -9.11061
H: -18.22603 13.31725 -11.23776
N: -22.08430 15.82578 -6.04255
C: -20.96184 16.30590 -5.50618
C: -20.08502 16.99384 -6.36530
C: -20.27072 17.04720 -7.76122
C: -21.45046 16.53625 -8.28596
C: -22.35097 15.95852 -7.37076
H: -20.73536 16.23003 -4.45719
H: -19.13942 17.34419 -5.98380
H: -19.59182 17.46213 -8.49559
H: -21.75282 16.67735 -9.32150
H: -23.19595 15.36249 -7.77195
N: -29.37056 8.80030 -5.64588
C: -28.78291 7.62235 -5.68204
C: -27.48112 7.39928 -5.24068
C: -26.84933 8.40863 -4.57136
C: -27.49364 9.66239 -4.45630
C: -28.66981 9.78998 -5.10592
H: -29.37597 6.87636 -6.11473
H: -27.04944 6.40213 -5.28726
H: -25.92877 8.19104 -4.09249
H: -26.98719 10.55387 -4.08561
H: -29.12896 10.77053 -5.17890
N: -19.49304 5.08208 -6.05434
C: -18.93461 3.97491 -6.53882
C: -19.51009 3.19021 -7.48940
C: -20.84136 3.52869 -7.92852
C: -21.38795 4.70335 -7.46288
C: -20.66129 5.48173 -6.57347
H: -18.04740 3.67870 -5.97818
H: -18.98358 2.39275 -7.91066
H: -21.43049 2.86956 -8.56984
H: -22.38966 4.96061 -7.70299
H: -21.09818 6.43183 -6.27229
N: -23.79025 12.43015 -0.55466
C: -24.95973 12.11663 -1.15877
C: -25.96162 13.04183 -1.54248
C: -25.80330 14.33186 -1.10399
C: -24.59467 14.66278 -0.49346
C: -23.65549 13.72793 -0.20502
H: -25.04693 11.05330 -1.39541
H: -26.85238 12.70383 -2.03358
H: -26.56166 15.10448 -1.30786
H: -24.33507 15.69059 -0.40427
H: -22.72215 13.89910 0.37414
N: -22.97266 11.75740 -6.60838
C: -23.39221 12.46380 -5.55799
C: -23.64141 11.83502 -4.33646
C: -23.61790 10.47151 -4.22481
C: -23.30470 9.74726 -5.33855
C: -22.97800 10.40220 -6.50766
H: -23.32090 13.57442 -5.57114
H: -24.00109 12.43267 -3.52661
H: -23.84573 9.90491 -3.33107
H: -23.24333 8.62160 -5.30791
H: -22.70107 9.95720 -7.41183
C: -26.57786 9.54172 -8.00194
C: -27.29953 8.88539 -9.11940
O: -27.70690 9.99624 -9.96584
C: -27.38781 11.08994 -9.35190
O: -27.58768 12.21077 -9.84149
O: -26.81293 10.95697 -8.15778
F: -28.47580 8.22332 -8.75512
H: -25.49642 9.32572 -8.15955
H: -26.96250 9.16162 -7.10465
H: -26.81299 8.14308 -9.81501
C: -28.00341 14.60942 -8.07082
C: -26.45893 14.74079 -8.04868
O: -26.04898 13.87260 -7.05354
C: -27.12176 13.56800 -6.23233
O: -26.91433 12.97879 -5.22198
O: -28.26764 13.99916 -6.83419
F: -26.09651 16.00118 -7.69036
H: -28.15720 13.96239 -8.93693
H: -28.56935 15.56194 -8.19117
H: -25.92471 14.47243 -9.02176
C: -26.18008 3.48655 -4.90604
C: -26.49746 3.89772 -3.47571
O: -26.05740 5.21428 -3.39960
C: -25.15496 5.36337 -4.38877
O: -24.47557 6.30286 -4.57524
O: -24.98016 4.20786 -5.11842
F: -25.80497 3.04364 -2.59711
H: -26.92100 3.70671 -5.63190
H: -25.89581 2.41160 -4.99679
H: -27.53228 3.86615 -3.09665
C: -24.63573 17.45781 -4.93810
C: -24.69776 16.36230 -3.95930
O: -26.02708 16.39401 -3.57691
C: -26.63420 17.54879 -3.83578
O: -27.72665 17.78967 -3.38251
O: -25.86858 18.18088 -4.74648
F: -23.93117 16.55731 -2.83772
H: -24.67600 16.96167 -5.94336
H: -23.74586 18.09312 -4.72608
H: -24.41994 15.42440 -4.40137
C: -19.72631 10.06046 -5.54361
C: -18.20691 9.95829 -5.68608
O: -17.95796 9.79096 -7.01278
C: -19.15603 9.60708 -7.67308
O: -19.15475 9.35402 -8.82941
O: -20.19471 9.72355 -6.86507
F: -17.89188 8.78560 -5.02737
H: -19.99743 11.06548 -5.23731
H: -20.05019 9.34882 -4.80965
H: -17.61993 10.80467 -5.36614

[3]
Entry from the Open Molecules 2025 dataset: C60H63BBrF4N10OP2Ti as an isolated structure (wB97M-V/def2-TZVPD).

The value obtained for the HOMO energy is -14.732 eV. The charge is +3. Its max |F| is 0.0118 Eh/bohr. As for the molar mass: 1216.8 g mol⁻¹. As for the spin multiplicity: 1.

CARTESIAN COORDINATES (ANGSTROEM)
Ti: 0.07958 -0.37238 -0.22316
C: -2.13165 1.76789 4.31492
N: -2.14010 1.08289 3.01992
C: -1.06044 0.68719 2.32792
N: -1.43897 0.13342 1.16537
C: -2.82700 0.11654 1.15548
C: -3.26269 0.74578 2.30172
C: -4.63373 1.05321 2.73499
C: -5.47980 1.73343 1.86073
C: -6.78568 2.00837 2.23121
C: -7.25387 1.60422 3.47451
C: -6.41797 0.92001 4.34628
C: -5.11085 0.64166 3.97801
C: -3.72120 -0.64561 0.26015
C: -3.73345 -0.52596 -1.12262
C: -4.67838 -1.20977 -1.87396
C: -5.60738 -2.03271 -1.25627
C: -5.58158 -2.18279 0.12256
C: -4.64669 -1.49278 0.87534
P: 0.58927 0.57173 3.08526
C: 0.86045 -1.15497 2.60827
N: 0.52253 -1.67976 1.42294
C: 0.72350 -3.04711 1.52113
C: 1.20662 -3.32026 2.77587
N: 1.27935 -2.11959 3.44012
C: 1.67987 -1.97952 4.84050
C: 1.57045 -4.60753 3.39119
C: 2.88946 -4.85944 3.76257
C: 3.23000 -6.08032 4.32340
C: 2.25634 -7.05266 4.50869
C: 0.94309 -6.80689 4.13257
C: 0.59714 -5.58663 3.57305
C: 0.39614 -4.11215 0.55248
C: 1.41084 -4.93607 0.07209
C: 1.09848 -6.10408 -0.60625
C: -0.22852 -6.46929 -0.78072
C: -1.24359 -5.65309 -0.30091
C: -0.93535 -4.47104 0.35439
C: 1.60136 1.33552 1.79780
N: 1.62773 1.02047 0.49809
C: 2.59018 1.84355 -0.07991
C: 3.12549 2.64128 0.90516
N: 2.49115 2.30288 2.07610
C: 2.80375 2.84451 3.40206
C: 4.19498 3.65111 0.82906
C: 5.45478 3.28557 0.36187
C: 6.45978 4.23546 0.26885
C: 6.21094 5.55046 0.63778
C: 4.95516 5.92013 1.10100
C: 3.94755 4.97308 1.19585
C: 3.05035 1.96308 -1.48546
C: 3.03001 3.24100 -2.04536
C: 3.63150 3.49659 -3.26565
C: 4.25760 2.47065 -3.96132
C: 4.30081 1.20026 -3.40803
C: 3.72053 0.95484 -2.17047
H: -1.26943 2.42632 4.37225
H: -3.04124 2.35600 4.39426
H: -2.09972 1.04656 5.12898
H: -5.11147 2.03320 0.88619
H: -7.44146 2.53587 1.55166
H: -8.27418 1.81840 3.76273
H: -6.78700 0.59558 5.30980
H: -4.47198 0.08125 4.65127
H: -3.01740 0.11705 -1.61227
H: -4.69104 -1.11085 -2.95191
H: -6.34351 -2.56126 -1.84704
H: -6.29547 -2.83028 0.61394
H: -4.64280 -1.60313 1.95233
H: 1.10697 -2.67971 5.44373
H: 2.73776 -2.20361 4.94718
H: 1.48569 -0.96334 5.17106
H: 3.65561 -4.10989 3.59548
H: 4.25450 -6.27639 4.60951
H: 2.52330 -8.00601 4.94444
H: 0.18699 -7.56713 4.27511
H: -0.42532 -5.39497 3.27092
H: 2.44557 -4.69060 0.28310
H: 1.89010 -6.74975 -0.96330
H: -0.47198 -7.39712 -1.28134
H: -2.27792 -5.94184 -0.42946
H: -1.72918 -3.84852 0.75346
H: 3.76180 3.35069 3.34197
H: 2.04263 3.55715 3.71368
H: 2.87146 2.03580 4.12440
H: 5.64439 2.25961 0.06966
H: 7.43950 3.94942 -0.08942
H: 6.99742 6.28956 0.56502
H: 4.76199 6.94562 1.38588
H: 2.96289 5.26639 1.54444
H: 2.57665 4.05201 -1.48991
H: 3.63371 4.50315 -3.66612
H: 4.73874 2.66951 -4.90986
H: 4.82981 0.40495 -3.91759
H: 3.86501 -0.00783 -1.71121
C: 1.34054 -2.19249 -5.06961
C: 1.86701 -2.15886 -3.66637
C: 2.95225 -2.92660 -3.25400
C: 3.41560 -2.82965 -1.95584
C: 2.76392 -1.99054 -1.07030
Br: 3.60942 -1.70020 0.59252
N: 1.67313 -1.29522 -1.41632
C: 1.27258 -1.36945 -2.70351
H: 2.11698 -2.49236 -5.77061
H: 0.96573 -1.21563 -5.37560
H: 0.52091 -2.90743 -5.15158
H: 3.45376 -3.58226 -3.95547
H: 4.28869 -3.37531 -1.62851
H: 0.41067 -0.76867 -2.96326
C: 0.11345 4.58984 -2.83055
N: 0.03732 3.12806 -2.95756
C: 0.50860 2.62903 -4.25600
P: -1.09058 2.28591 -2.11691
O: -0.36609 1.09230 -1.40097
N: -2.26202 1.67235 -3.07184
C: -3.66529 2.10660 -3.07652
C: -1.96631 0.69240 -4.12227
N: -1.77817 3.25108 -0.99409
C: -2.58395 4.42100 -1.38455
C: -1.18636 3.40291 0.33393
H: -0.61270 5.10251 -3.46644
H: 1.10898 4.90258 -3.13744
H: -0.02608 4.89994 -1.79728
H: 1.31629 3.27282 -4.59299
H: -0.27849 2.63688 -5.01284
H: 0.92754 1.62618 -4.15878
H: -3.98913 2.40117 -2.08241
H: -4.27479 1.25468 -3.37391
H: -3.83998 2.91691 -3.78640
H: -0.91850 0.40375 -4.11480
H: -2.19499 1.10247 -5.10728
H: -2.56543 -0.20189 -3.96069
H: -2.75779 4.45004 -2.45701
H: -2.06667 5.33890 -1.10191
H: -3.54840 4.39312 -0.87644
H: -0.45532 2.62388 0.52135
H: -1.97223 3.35141 1.09121
H: -0.68810 4.37329 0.41968
F: -0.47556 -3.98151 -2.79619
B: -1.64641 -3.38524 -2.88975
F: -2.69655 -3.80541 -2.23202
F: -1.75034 -2.34603 -3.71077
F: -0.89647 -1.64349 -0.93123

| no. | gap between HOMO and LUMO (eV) |
| --- | --- |
| 1 | 7.932 |
| 2 | 9.396 |
| 3 | 5.874 |